DFT (wB97M-V/def2-TZVPD) results for a 2-piece molecular cluster, C5H10O2 overall.

Results
* SMILES string: O=CCCO.C=C
* charge: 0
* total energy: -346.9328 a.u.
* HOMO: -10.010 eV
* LUMO level: 0.0318 Eh
* gap between HOMO and LUMO: 10.88 eV

Each line ends with the natural charge from an NBO analysis.
Element x y z (Å)
O: 1.21340 1.07917 -0.89483  -0.565
C: 0.42747 0.16355 -1.01933  0.472
C: 0.43528 -1.07513 -0.16177  -0.554
C: 1.81674 -1.37699 0.43440  -0.059
O: 2.87645 -1.06604 -0.43919  -0.720
H: -0.34412 0.20181 -1.81400  0.118
H: -0.29265 -0.88603 0.63940  0.249
H: 0.02670 -1.90892 -0.74247  0.221
H: 1.92238 -0.84029 1.38637  0.163
H: 1.89001 -2.44846 0.64217  0.186
H: 2.85840 -0.10157 -0.53770  0.484
C: -2.51377 0.83874 0.53124  -0.408
C: -1.76445 1.91349 0.30418  -0.379
H: -2.55887 0.36945 1.51145  0.195
H: -3.11620 0.38399 -0.25169  0.195
H: -1.15850 2.36574 1.08513  0.201
H: -1.71827 2.38748 -0.67339  0.199



DFT (wB97M-V/def2-TZVPD) results for one molecule with the formula C5H10O2.

Results
* charge: 0
* total energy: -346.8440 a.u.
* HOMO (spin up / spin down): -8.677 / -8.671 eV
* LUMO level (spin up / spin down): -0.0471 / -0.0472 Eh
* gap between HOMO and LUMO (spin up / spin down): 7.39 / 7.39 eV

Each line ends with the natural charge from an NBO analysis.
Element x y z (Å)
C: -0.94437 0.16855 -0.85183  0.320
C: 2.06977 -0.49266 0.42938  -0.251
C: -0.94384 1.31656 -1.75774  -0.719
C: -0.60365 -0.99915 1.37970  -0.672
C: -0.47242 0.26705 0.53423  0.431
O: 1.04133 0.36850 -0.02330  -0.588
O: -0.90682 1.35750 1.04728  -0.687
H: -1.43666 -0.74342 -1.19738  0.186
H: 1.89872 -1.54163 0.15931  0.161
H: 2.18740 -0.42987 1.51614  0.176
H: 2.99970 -0.16748 -0.04228  0.190
H: -0.56929 1.00696 -2.73976  0.250
H: -1.98236 1.63387 -1.92516  0.268
H: -0.37829 2.14597 -1.34403  0.273
H: -0.23672 -1.89749 0.87867  0.199
H: -1.65847 -1.13280 1.62163  0.227
H: -0.06400 -0.86046 2.31514  0.235



DFT (wB97M-V/def2-TZVPD) results for one molecule with the formula C5H10O2 at a distorted geometry.

Results
* SMILES string: O=CCCCCO
* charge: 0
* total energy: -346.9232 a.u.
* HOMO: -9.909 eV
* LUMO level: 0.0240 Eh
* gap between HOMO and LUMO: 10.56 eV

Each line ends with the natural charge from an NBO analysis.
Element x y z (Å)
O: -3.32219 -1.52013 -0.63649  -0.515
C: -2.18761 -1.22085 -0.25536  0.433
C: -1.79730 0.18897 0.04963  -0.519
C: -0.31759 0.25933 0.75714  -0.408
C: 0.60335 -0.10773 -0.37003  -0.439
C: 1.89410 0.72842 -0.20660  -0.047
O: 2.68934 0.37025 0.96530  -0.723
H: -1.32529 -1.95679 -0.33374  0.109
H: -1.68916 0.90399 -0.76494  0.237
H: -2.63467 0.56403 0.60770  0.236
H: -0.17891 1.27137 1.20049  0.221
H: -0.05808 -0.50380 1.49919  0.220
H: 0.84853 -1.10007 -0.55807  0.207
H: 0.15084 0.33103 -1.32827  0.195
H: 2.60389 0.51909 -1.15181  0.152
H: 1.61814 1.77868 -0.12289  0.180
H: 3.10261 -0.50580 0.64876  0.460



DFT (wB97M-V/def2-TZVPD) results for a 3-piece molecular cluster, C5H10O2 overall.

Results
* SMILES string: C=C1COC1.[H][H].C=O
* charge: 0
* total energy: -346.8429 a.u.
* HOMO: -9.508 eV
* LUMO level: 0.0217 Eh
* gap between HOMO and LUMO: 10.10 eV

Each line ends with the natural charge from an NBO analysis.
Element x y z (Å)
C: 0.82118 0.69916 0.82996  -0.443
C: 0.84539 -0.11852 -0.20873  0.013
C: 1.00690 0.01430 -1.70193  -0.105
O: 1.13224 -1.41362 -1.82396  -0.528
C: 0.96476 -1.60744 -0.40674  -0.105
H: 0.82118 0.30781 1.84302  0.210
H: 0.83976 1.77857 0.70201  0.206
H: 1.91953 0.54593 -1.99769  0.187
H: 0.15673 0.40226 -2.27846  0.191
H: 0.08339 -2.21912 -0.17702  0.197
H: 1.84970 -2.04795 0.06777  0.187
H: -1.91819 -0.47281 -0.40062  0.042
H: -1.43201 -0.61281 -0.94476  -0.050
C: -1.76670 1.19008 1.62131  0.283
O: -2.48695 0.23833 1.45656  -0.515
H: -1.19936 1.33285 2.55950  0.113
H: -1.63755 1.98299 0.85980  0.115



DFT (wB97M-V/def2-TZVPD) results for C5H10O2 as an isolated structure.

Results
* charge: 0
* total energy: -346.8550 a.u.
* HOMO: -8.295 eV
* LUMO level: 0.0322 Eh
* gap between HOMO and LUMO: 9.17 eV

Each line ends with the natural charge from an NBO analysis.
Element x y z (Å)
C: -1.10943 -1.59088 0.81335  -0.635
C: 0.11008 -0.76180 0.45607  0.065
O: 0.51588 -0.99475 -0.92063  -0.629
C: 0.83011 0.75003 -1.61458  -0.264
C: 1.05500 1.35344 -0.25694  -0.545
C: -0.07369 0.75924 0.59786  0.082
O: -1.33000 1.17737 0.11562  -0.728
H: -0.93449 -2.64995 0.60386  0.220
H: -1.98413 -1.24622 0.25531  0.228
H: -1.33437 -1.48378 1.88022  0.223
H: 0.97425 -1.07796 1.04918  0.192
H: -0.20396 -0.68082 -1.51282  0.520
H: 1.77411 0.51828 -2.12562  0.153
H: 2.03808 1.17715 0.20411  0.193
H: 0.89726 2.43562 -0.34799  0.250
H: -0.01334 1.05165 1.65172  0.191
H: -1.21138 1.26339 -0.84872  0.485



DFT (wB97M-V/def2-TZVPD) results for one molecule with the formula C5H10O2 at a distorted geometry.

Results
* SMILES string: C[C@@]1(CCO)CO1
* charge: 0
* total energy: -346.8461 a.u.
* HOMO: -9.536 eV
* LUMO level: 0.0316 Eh
* gap between HOMO and LUMO: 10.40 eV

Each line ends with the natural charge from an NBO analysis.
Element x y z (Å)
C: -0.94883 -0.88383 0.92366  -0.629
C: -0.48549 0.38171 -0.31355  0.210
C: 0.86674 -0.06352 -0.79520  -0.483
C: 1.77092 -0.17192 0.46836  -0.069
O: 1.06655 0.06579 1.67209  -0.713
C: -1.49698 0.95049 -1.21617  -0.118
O: -0.65084 1.82690 -0.48478  -0.497
H: -1.46282 -1.47413 0.19185  0.197
H: -0.26834 -1.60887 1.45614  0.246
H: -1.58911 -0.52069 1.73646  0.221
H: 1.32345 0.60441 -1.54132  0.228
H: 0.69609 -1.02882 -1.27736  0.214
H: 2.55803 0.57930 0.45153  0.175
H: 2.22648 -1.16735 0.51804  0.175
H: 0.30825 0.60865 1.40122  0.478
H: -2.53598 1.01851 -0.88791  0.186
H: -1.37811 0.88338 -2.30307  0.179



> Number 6 is which compound?

C5H10O2



> What is the formula in the fifth record?

C5H10O2